a) Computed, not measured: a single C5H8N2O2 molecule, with ωB97M-V with the def2-TZVPD basis set.

Structure (XYZ):
```
17
C5H8N2O2 ωB97M-V with the def2-TZVPD basis set
C 0.9564 -0.4637 2.2897
C 0.7805 -0.3483 0.8009
C 1.6489 -0.5750 -0.1669
C 0.1124 0.0109 -1.7864
C -1.7211 0.0148 0.6858
H 0.1355 -1.0952 2.7375
H 1.8712 -0.8798 2.3713
H 0.7170 0.4879 2.7463
H 2.7416 -0.9421 -0.1395
H -0.5265 -0.8156 -1.7386
H 0.0854 0.4584 -2.7842
H -2.0601 -0.4670 1.6020
H -2.3323 0.9798 -0.7632
N -0.3258 0.4101 0.4761
N -2.7479 0.4683 -0.0330
O 1.4312 -0.4983 -1.5088
O -0.1534 1.0350 -0.7501
```

Net charge: 0
Gap between HOMO and LUMO, eV: 9.302
SMILES: [H]/N=C\N1OCOC=C1C
LUMO, eV: 0.84
Molar mass, g/mol: 128.1

b) Computed, not measured: a single C5H8N2O2 molecule, with ωB97M-V with the def2-TZVPD basis set.

Structure (XYZ):
```
17
C5H8N2O2 ωB97M-V with the def2-TZVPD basis set
C -1.0757 -1.3627 -0.0837
C 0.3253 -1.3557 -0.1445
C -2.1670 -0.4395 0.0311
C 1.2354 -0.3548 0.0384
C 3.3979 0.5282 0.1078
N -1.9555 0.9198 -0.1364
N -3.0722 1.5755 -0.0425
O -3.3291 -0.8512 0.2149
O 2.5499 -0.5890 -0.0416
H -1.4920 -2.3657 -0.1211
H 0.7685 -2.3305 -0.3207
H 0.9101 0.6599 0.2469
H 3.1052 1.1375 0.9680
H 3.3797 1.1507 -0.7934
H 4.4043 0.1400 0.2583
H -3.0778 2.5533 -0.2772
H -3.9072 0.9843 0.0956
```

Net charge: 0
Gap between HOMO and LUMO (alpha / beta), eV: 6.981 / 7.405
LUMO (alpha / beta), eV: -0.39 / -0.55
Molar mass, g/mol: 128.1

c) Computed, not measured: 2 unconnected molecules or ions with the total composition C5H8N2O2, with ωB97M-V with the def2-TZVPD basis set.

Structure (XYZ):
```
17
C5H8N2O2 ωB97M-V with the def2-TZVPD basis set
O -2.3529 0.2646 0.5109
C -1.2502 -0.2055 0.4071
C -0.8772 -1.5266 -0.2176
C 0.6249 -1.4244 -0.4648
N 1.1409 -0.3895 0.4499
C 0.0533 0.4430 0.9357
C 0.2320 1.8678 0.4770
N -0.3837 2.9301 0.4003
H -1.0988 -2.3048 0.5314
H -1.4840 -1.7215 -1.1094
H 1.1581 -2.3664 -0.2991
H 0.8090 -1.1098 -1.5018
H 1.6555 -0.8020 1.2180
H -0.0143 0.4652 2.0339
O 0.5948 1.7635 -1.2567
H 1.3307 1.1260 -1.1445
H -0.1381 2.9904 -0.9705
```

Net charge: 0
Gap between HOMO and LUMO, eV: 9.724
LUMO, eV: 0.39
Molar mass, g/mol: 128.1

The least stable of them is c).

a) Computed, not measured: a single C5H8N2O2 molecule, with ωB97M-V with the def2-TZVPD basis set.

Structure (XYZ):
```
17
C5H8N2O2 ωB97M-V with the def2-TZVPD basis set
C 2.3903 0.2965 -0.4760
C 0.6929 -1.0490 0.7656
C -0.5892 -0.8511 -0.2146
C -2.3545 0.3398 -0.5390
C -0.9690 0.5145 0.1712
H 2.6137 1.3012 -0.8716
H 0.5341 -0.9824 1.8616
H 1.4392 -1.8407 0.6467
H -0.0695 -1.0907 -1.2435
H -2.2870 0.6406 -1.5692
H -3.2558 0.5659 0.0030
H -1.1544 0.4035 1.2357
H 0.3570 1.9809 0.8520
N 1.2153 0.2279 0.2638
N 0.2874 1.2715 0.0803
O 3.2318 -0.6336 -0.6020
O -2.0823 -1.0948 -0.3640
```

Net charge: 0
Gap between HOMO and LUMO, eV: 9.976
SMILES: O=CN1C[C@H]2OC[C@@H]2N1
LUMO, eV: 0.66
Molar mass, g/mol: 128.1

b) Computed, not measured: a single C5H8N2O2 molecule, with ωB97M-V with the def2-TZVPD basis set.

Structure (XYZ):
```
17
C5H8N2O2 ωB97M-V with the def2-TZVPD basis set
C -0.3888 1.4478 -1.4493
C 0.8806 -0.8995 1.3770
N 0.1517 -0.4359 0.1669
C 1.0704 0.8027 -0.7067
N -0.2544 -1.4930 -0.7274
O 0.8034 0.7277 -1.9939
C -0.9571 0.4083 0.4370
C -1.8984 0.5803 1.2200
O 1.9875 1.2240 -0.0659
H 0.5853 -1.9788 -1.0298
H -0.8562 -2.1231 -0.2019
H -1.2821 1.0034 -1.8694
H -0.2915 2.5189 -1.5906
H 0.2170 -1.5294 1.9667
H 1.1835 -0.0276 1.9476
H 1.7612 -1.4503 1.0501
H -2.7121 1.2245 1.4697
```

Net charge: 0
Gap between HOMO and LUMO, eV: 8.595
SMILES: C#C[N@@+](C)(N)[C@]1([O-])CO1
LUMO, eV: 0.71
Molar mass, g/mol: 128.1

The least stable of them is b).

a) Computed, not measured: a single C5H8N2O2 molecule, with ωB97M-V with the def2-TZVPD basis set.

Structure (XYZ):
```
17
C5H8N2O2 ωB97M-V with the def2-TZVPD basis set
C -0.0251 -0.7151 -1.5400
C 0.2627 0.5722 -0.8540
C -0.7297 1.1053 0.1745
C -1.1365 0.0849 1.2489
C -2.0337 -0.9484 0.8146
H -1.0925 -0.8007 -1.8847
H 0.7294 -0.7882 -2.3255
H 0.0933 -1.5616 -0.8837
H 0.4366 1.3895 -1.5494
H -1.5983 1.4777 -0.3532
H -0.2178 1.9446 0.7656
H -1.8140 0.6291 1.9298
H -0.2543 -0.2883 1.8058
N -2.8842 -1.7359 0.5706
N 1.6453 0.4720 -0.1871
O 2.4399 1.3967 -0.2519
O 1.8555 -0.6153 0.3453
```

Net charge: 0
Gap between HOMO and LUMO, eV: 11.442
SMILES: C[C@@H](CCC#N)[N+](=O)[O-]
LUMO, eV: 0.05
Molar mass, g/mol: 128.1

b) Computed, not measured: a single C5H8N2O2 molecule, with ωB97M-V with the def2-TZVPD basis set.

Structure (XYZ):
```
17
C5H8N2O2 ωB97M-V with the def2-TZVPD basis set
C -0.2381 1.1639 -0.0030
C 2.0468 0.0510 0.4614
C 0.6587 -0.9348 -1.5408
C 0.2713 -1.5663 -0.2435
C 0.7276 -0.1419 -0.1675
N -1.4123 0.8167 0.5889
N 0.2297 2.3331 -0.1590
O 2.5814 1.2608 0.4704
O 2.6116 -0.8503 0.9960
H 1.6976 -1.0947 -2.0533
H -0.0937 -0.7815 -2.2684
H -0.7303 -1.9851 -0.2853
H 1.0096 -2.2722 0.2811
H -1.7067 -0.1632 0.5558
H -2.1415 1.6029 0.5314
H 2.0137 2.0153 0.2205
H -0.4925 3.0473 -0.1093
```

Net charge: 0
Gap between HOMO and LUMO, eV: 10.527
SMILES: [H]/N=C(\N)C1(C(=O)O)CC1
LUMO, eV: 0.54
Molar mass, g/mol: 128.1

c) Computed, not measured: 3 unconnected molecules or ions with the total composition C5H8N2O2, with ωB97M-V with the def2-TZVPD basis set.

Structure (XYZ):
```
17
C5H8N2O2 ωB97M-V with the def2-TZVPD basis set
C -0.5818 -0.3080 0.0534
C 2.1073 -0.6159 -0.1509
C -1.0387 0.6131 -1.0487
N 1.2737 0.2964 0.6142
C -0.7453 0.0125 1.3818
O 1.4891 1.5838 0.0696
C -2.7029 -1.0896 0.5897
O -0.7866 0.3995 2.4554
N -3.6695 -1.6590 0.2900
H 1.4641 2.1740 0.8348
H -0.3649 -1.3485 -0.1430
H 1.9132 -0.5807 -1.2300
H 3.1545 -0.3525 0.0197
H 1.9374 -1.6222 0.2323
H -0.1673 1.0863 -1.5048
H -1.7037 1.3907 -0.6816
H -1.5787 0.0201 -1.7819
```

Net charge: 0
Gap between HOMO and LUMO, eV: 8.304
LUMO, eV: -0.51
Molar mass, g/mol: 128.1

The least stable of them is c).

a) Computed, not measured: a single C5H8N2O2 molecule, with ωB97M-V with the def2-TZVPD basis set.

Structure (XYZ):
```
17
C5H8N2O2 ωB97M-V with the def2-TZVPD basis set
C -1.8852 1.1229 0.2102
C -0.8532 0.2731 0.1785
C -1.5662 -0.7403 -0.6523
C 1.6027 -0.3896 -0.0042
C 0.5078 0.3774 0.7833
N -2.8092 0.2974 -0.4588
N -4.0763 -0.0664 0.0734
O -4.6469 0.8951 0.5477
O -4.3159 -1.2525 -0.0418
H -2.1166 1.9364 0.7424
H -1.2738 -1.0384 -1.6772
H -1.8068 -1.7487 -0.3227
H 1.8071 0.0777 -1.0125
H 1.2383 -1.3854 -0.3509
H 2.5038 -0.4872 0.5838
H 0.7758 1.4423 0.7197
H 0.4664 0.1049 1.8170
```

Net charge: 0
Gap between HOMO and LUMO (alpha / beta), eV: 9.432 / 9.432
SMILES: CCC1=CN([N+](=O)[O-])C1
LUMO (alpha / beta), eV: 0.61 / 0.61
Molar mass, g/mol: 128.1

b) Computed, not measured: a single C5H8N2O2 molecule, with ωB97M-V with the def2-TZVPD basis set.

Structure (XYZ):
```
17
C5H8N2O2 ωB97M-V with the def2-TZVPD basis set
C -1.6195 -0.2745 0.5257
C 1.4505 0.8433 -0.7895
C -0.2314 -0.3314 0.4456
C -2.5378 -1.3787 0.6488
C 2.1312 2.1127 -0.9561
N 0.5273 0.7065 0.0589
N 0.6664 -1.4211 0.8320
O 0.1895 -2.1052 1.6744
O 1.7568 -1.5092 0.2832
H -2.1440 0.6810 0.3419
H 1.5701 0.1875 -1.6552
H -3.4803 -0.9803 0.8689
H -2.3791 -2.1839 1.3581
H -2.5606 -1.8557 -0.3601
H 1.4464 2.6252 -1.7709
H 2.1665 2.7459 -0.0545
H 3.0479 2.1378 -1.4512
```

Net charge: 0
Gap between HOMO and LUMO, eV: 8.075
SMILES: C/C=C(/N=C/C)[N+](=O)[O-]
LUMO, eV: -0.26
Molar mass, g/mol: 128.1

c) Computed, not measured: a single C5H8N2O2 molecule, with ωB97M-V with the def2-TZVPD basis set.

Structure (XYZ):
```
17
C5H8N2O2 ωB97M-V with the def2-TZVPD basis set
C 0.9475 0.5651 0.1562
C 0.0226 -0.5124 0.4963
C 2.2246 -0.1493 -0.0977
C -2.0681 -0.0950 -0.6516
C -1.3899 -0.4347 0.6735
N 1.9823 -1.5142 0.1183
N 0.7254 1.9163 -0.0942
O 3.2898 0.4143 -0.3191
O 0.6074 -1.7150 0.3937
H -3.2107 0.0910 -0.5099
H -1.9163 -0.9119 -1.3677
H -1.4584 0.8641 -1.1204
H -1.7653 -1.3786 1.0832
H -1.8377 0.3335 1.3384
H 2.3069 -2.2432 -0.6322
H -0.0138 2.3449 0.4571
H 1.5539 2.4252 0.0760
```

Net charge: 0
Gap between HOMO and LUMO, eV: 8.651
SMILES: CCc1o[nH]c(=O)c1N
LUMO, eV: 0.74
Molar mass, g/mol: 128.1

The least stable of them is a).